9
Properties=species:S:1:pos:R:3:forces:R:3 method="wB97M-V/def2-TZVPD" s2=0.753 total_energy_ha=-2045.66738 total_charge=0 homo_energy_ev="-7.41 / -8.43" spin_multiplicity=2 relative_energy_kcal_mol=70.8 gap_ev="7.92 / 7.57" lumo_ev="0.5085 / -0.8638"
O 0.633905 0.141784 1.007757 0.36 0.30 -0.12
C -0.545184 0.053313 -1.152830 -4.33 0.06 1.04
C 0.957071 1.514378 0.609791 0.13 0.56 -0.13
C 0.058338 0.728346 -0.174258 0.46 0.80 -0.12
H -1.783357 -0.104477 -1.274451 2.18 2.64 -1.50
H 1.995996 1.645545 0.293987 -0.29 -0.04 0.07
H 0.578246 2.267550 1.305741 0.08 -0.24 -0.18
O -0.885986 -1.218958 -0.823529 1.52 -2.92 0.79
Zn 0.192424 -1.814900 0.670504 -0.11 -1.15 0.15